Formula: C46H38BrCl2GaN4O2
Source: the Open Molecules 2025 dataset
Level of theory: ωB97M-V with the def2-TZVPD basis set

Last column: Mulliken charge in e.
Cartesian coordinates (Å):
Ga: -0.5623 0.1448 0.1169  -1.128
C: 3.4418 -4.5697 3.1365  -1.569
C: 2.0881 -5.1942 2.9587  0.726
C: 1.8281 -6.4842 3.3990  -0.688
C: 0.5807 -7.0700 3.2426  -0.733
C: -0.4265 -6.3618 2.6086  -1.006
C: -0.1899 -5.0776 2.1423  -0.046
C: 1.0541 -4.4891 2.3326  0.188
N: 1.3540 -3.1829 1.8762  -0.277
C: 0.4414 -2.2004 1.5667  1.111
N: -0.6148 -2.1332 2.4022  0.184
C: -1.7514 -1.2721 2.4288  1.396
C: -1.9293 -0.2483 1.5062  -2.179
C: -3.1080 0.4952 1.6240  -0.030
C: -4.0373 0.2571 2.6212  -1.377
C: -3.8070 -0.7620 3.5346  -0.768
C: -2.6719 -1.5505 3.4537  1.406
C: -2.4495 -2.6614 4.4449  -1.463
N: 0.6450 -1.3902 0.5691  0.647
C: 1.8394 -1.5573 -0.2078  -0.734
C: 2.9444 -0.7824 0.1191  -0.230
C: 4.1040 -0.8833 -0.6331  -0.961
C: 4.1444 -1.7538 -1.7131  -0.805
C: 3.0287 -2.5109 -2.0359  -0.980
C: 1.8531 -2.4313 -1.2939  1.559
C: 0.6608 -3.2777 -1.6415  -1.207
H: 4.0768 -5.1993 3.7556  0.419
H: 3.3682 -3.5883 3.6065  0.342
H: 3.9544 -4.4318 2.1807  0.318
H: 2.6225 -7.0339 3.8867  0.378
H: 0.4019 -8.0714 3.6056  0.405
H: -1.3995 -6.8087 2.4601  0.420
H: -0.9701 -4.5446 1.6161  0.615
H: 2.2401 -3.0773 1.3983  0.412
H: -0.5398 -2.7694 3.1800  0.295
H: -3.3177 1.2795 0.9040  0.603
H: -4.9365 0.8536 2.6887  0.432
H: -4.5241 -0.9601 4.3213  0.352
H: -3.2966 -2.7388 5.1236  0.396
H: -1.5608 -2.4933 5.0605  0.367
H: -2.3340 -3.6342 3.9596  0.278
H: 2.8621 -0.0801 0.9385  0.550
H: 4.9612 -0.2742 -0.3855  0.476
H: 5.0407 -1.8359 -2.3118  0.445
H: 3.0618 -3.1814 -2.8853  0.462
H: 0.7018 -3.5789 -2.6871  0.461
H: -0.2763 -2.7459 -1.4779  0.078
H: 0.6373 -4.1870 -1.0336  0.231
Br: 1.4094 1.4195 -1.8838  -0.088
C: 0.5327 0.4981 -3.2659  1.022
C: 1.0949 0.5500 -4.5069  -0.892
C: 0.4672 -0.1015 -5.5887  -0.824
C: -0.7019 -0.7648 -5.3845  -0.997
C: -1.2949 -0.8202 -4.0981  1.013
C: -2.5218 -1.5083 -3.9266  -1.064
C: -3.1098 -1.5674 -2.7049  -1.072
C: -2.4819 -0.9633 -1.5921  -0.018
C: -1.2856 -0.2926 -1.6802  0.801
C: -0.6810 -0.1939 -2.9801  0.129
H: 2.0151 1.0950 -4.6544  0.553
H: 0.9161 -0.0608 -6.5717  0.452
H: -1.2048 -1.2585 -6.2060  0.388
H: -2.9803 -1.9745 -4.7892  0.388
H: -4.0522 -2.0837 -2.5742  0.435
H: -2.9718 -1.0556 -0.6293  0.234
Cl: 1.8267 5.9744 -0.0727  -0.190
C: 1.4619 5.3089 -1.6363  1.099
C: 2.5352 5.0267 -2.4666  -0.784
C: 2.3367 4.5340 -3.7432  -0.391
C: 1.0406 4.3031 -4.1758  -0.739
C: -0.0189 4.5719 -3.3350  0.692
Cl: -1.6325 4.2676 -3.9272  -0.280
C: 0.1383 5.1034 -2.0417  -0.576
N: -0.9748 5.4261 -1.3105  0.123
C: -1.0816 5.7957 0.0630  -0.770
C: -1.3003 7.1335 0.3723  -0.353
C: -1.4539 7.5347 1.6862  -0.542
C: -1.3893 6.5858 2.7004  -0.727
C: -1.1926 5.2539 2.3837  -0.709
C: -1.0444 4.8349 1.0630  0.472
C: -0.9038 3.3745 0.7559  0.259
C: 0.3018 2.6750 1.3787  0.554
O: 1.0127 3.1913 2.2067  -0.687
O: 0.4975 1.4660 0.9180  -0.069
H: 3.5304 5.2118 -2.0890  0.423
H: 3.1791 4.3228 -4.3852  0.406
H: 0.8376 3.9095 -5.1612  0.408
H: -1.8333 5.4593 -1.8410  0.214
H: -1.3183 7.8547 -0.4335  0.468
H: -1.6094 8.5790 1.9184  0.394
H: -1.4969 6.8839 3.7342  0.405
H: -1.1446 4.5121 3.1683  0.454
H: -0.9111 3.1877 -0.3212  0.310
H: -1.7748 2.8489 1.1648  -0.093

The multiplicity is 1. Its strongest force on any atom is 0.5 eV/Å. Its charge is 0. The calculation puts the total energy at -205841.8449 eV.

=====

Formula: C46H39N9Pt
Source: the Open Molecules 2025 dataset
Level of theory: ωB97M-V with the def2-TZVPD basis set

Last column: Mulliken spin population.
Cartesian coordinates (Å):
Pt: 0.2060 0.0037 -0.0054  0.663
C: -0.7831 1.1056 4.3150  0.006
C: 0.4237 1.0699 5.0082  -0.007
C: 1.5825 0.7919 4.3227  0.004
C: 1.5358 0.5342 2.9454  -0.005
N: 0.3610 0.5316 2.3080  0.202
C: -0.7620 0.8276 2.9659  -0.005
N: 2.7613 0.3439 2.3342  -0.001
C: 3.0293 0.1753 1.0906  -0.011
N: 2.2285 0.0721 -0.0333  0.017
C: 3.0025 0.1967 -1.1728  0.003
N: 2.7028 0.3762 -2.4078  0.002
C: 1.4580 0.5446 -2.9857  -0.019
C: 1.4639 0.8017 -4.3642  0.007
C: 0.2832 1.0581 -5.0202  -0.008
C: -0.9060 1.0703 -4.2965  0.006
C: -0.8460 0.7922 -2.9489  0.005
N: 0.3002 0.5213 -2.3185  0.208
C: 4.4216 0.1648 -0.7490  -0.009
C: 5.5881 0.1707 -1.4878  -0.001
C: 6.7860 0.1498 -0.7839  0.000
C: 6.8025 0.1348 0.6114  0.000
C: 5.6215 0.1399 1.3435  0.000
C: 4.4380 0.1491 0.6324  -0.010
H: -1.7150 1.3434 4.8064  0.001
H: 0.4540 1.2735 6.0705  0.000
H: 2.5508 0.7814 4.8011  0.002
H: -1.6665 0.8441 2.3695  0.007
H: 2.4198 0.8074 -4.8671  0.002
H: 0.2829 1.2609 -6.0831  0.000
H: -1.8554 1.2859 -4.7639  0.001
H: -1.7385 0.7875 -2.3342  0.000
H: 5.5562 0.1988 -2.5683  0.000
H: 7.7237 0.1518 -1.3236  0.000
H: 7.7528 0.1257 1.1286  0.000
H: 5.6142 0.1449 2.4248  0.000
N: -7.2887 7.0810 0.0098  0.014
C: -6.4512 6.2945 0.0149  -0.005
C: -5.4053 5.3089 0.0220  0.033
C: -5.4109 4.2932 0.9759  -0.019
C: -4.4035 3.3476 0.9783  0.064
C: -3.3714 3.3868 0.0364  0.114
C: -3.3833 4.4123 -0.9134  0.073
C: -4.3854 5.3638 -0.9257  -0.021
C: -2.3022 2.3701 0.0386  0.084
C: -2.6960 1.0058 -0.0419  0.022
C: -3.9964 0.5060 -0.2075  0.178
C: -3.9079 -0.8919 -0.2490  -0.064
C: -2.5740 -1.2087 -0.1156  0.138
N: -1.8280 -0.0683 0.0177  0.000
C: -0.9606 2.8275 0.1066  -0.081
C: -0.5342 4.1553 0.2661  0.234
C: 0.8635 4.1494 0.2707  -0.047
C: 1.2577 2.8369 0.1161  0.185
N: 0.1627 2.0295 0.0094  0.053
H: -6.2011 4.2583 1.7138  0.000
H: -4.4050 2.5611 1.7212  -0.003
H: -2.5914 4.4525 -1.6495  -0.003
H: -4.3875 6.1501 -1.6685  0.000
H: -4.8875 1.1024 -0.3057  0.011
H: -4.7158 -1.5956 -0.3611  0.002
H: -2.1241 -2.1831 -0.1001  0.031
H: -1.1807 5.0074 0.3899  0.011
H: 1.5252 4.9933 0.3705  0.002
H: 2.2659 2.4695 0.0731  0.026
C: -1.1624 -2.4184 2.7803  0.017
C: 0.0155 -3.3767 2.6151  0.075
C: 1.3737 -2.7459 2.9100  -0.004
C: 0.0306 -4.0436 1.2636  0.143
C: -0.0730 -5.4168 1.2392  -0.116
C: -0.0409 -6.1459 0.0596  0.202
C: 0.0998 -5.4728 -1.1451  -0.115
C: 0.2053 -4.1013 -1.2185  0.144
C: 0.3836 -3.5016 -2.5895  0.069
C: -0.7689 -2.5808 -2.9809  0.022
C: 1.7623 -2.8556 -2.7075  0.003
C: 0.1770 -3.3172 0.0101  0.243
N: 0.2595 -2.0052 -0.0120  1.252
H: -1.1694 -2.0072 3.7905  -0.001
H: -2.1072 -2.9379 2.6146  -0.005
H: -1.1121 -1.5892 2.0776  -0.004
H: -0.1283 -4.1828 3.3387  0.002
H: 1.6455 -2.0310 2.1389  0.001
H: 2.1519 -3.5096 2.9440  -0.009
H: 1.3582 -2.2275 3.8682  0.001
H: -0.1790 -5.9371 2.1823  0.005
H: -0.1208 -7.2241 0.0791  0.007
H: 0.1277 -6.0367 -2.0684  0.005
H: 0.3620 -4.3455 -3.2834  0.002
H: -0.8504 -1.7283 -2.3128  -0.012
H: -1.7181 -3.1175 -2.9495  -0.005
H: -0.6197 -2.2058 -3.9939  0.000
H: 1.9007 -2.0954 -1.9438  -0.003
H: 1.8876 -2.3873 -3.6831  0.001
H: 2.5479 -3.6017 -2.5804  -0.008

The multiplicity is 5. Its strongest force on any atom is 0.7 eV/Å. Its charge is 0. The calculation puts the total energy at -64991.0593 eV. The expectation value of S² is 6.097.

=====

Formula: C46H40AsNOP2S3W
Source: the Open Molecules 2025 dataset
Level of theory: ωB97M-V with the def2-TZVPD basis set

Last column: Mulliken spin population.
Cartesian coordinates (Å):
W: 0.3841 0.6664 -0.4849  0.922
S: 2.6809 -0.0911 -0.5396  0.033
P: 1.8677 -0.8698 1.2884  0.023
C: 0.3415 0.0335 1.3616  0.027
P: -0.1743 1.5132 1.8597  -0.018
S: -0.4520 2.7933 0.0937  -0.031
C: 0.9766 2.4483 2.8483  0.002
C: 0.7750 2.8776 4.1641  -0.003
C: 1.6382 3.8931 4.6986  0.000
C: 2.5065 4.6291 3.9197  0.000
C: 2.6711 4.1801 2.6176  0.000
C: 2.0715 2.9891 2.1405  0.012
C: -1.7805 1.4972 2.6727  -0.001
C: -2.4247 0.2880 2.9501  0.004
C: -3.7823 0.3775 3.4112  -0.002
C: -4.3747 1.6121 3.8041  0.003
C: -3.7043 2.8020 3.4138  -0.004
C: -2.4149 2.7198 2.8688  -0.001
C: 3.2226 -0.7254 2.5456  0.002
C: 4.0230 0.4257 2.6161  -0.001
C: 4.9068 0.5618 3.6607  0.002
C: 4.7889 -0.2217 4.8304  -0.001
C: 4.0724 -1.4089 4.7147  0.001
C: 3.3750 -1.7264 3.5502  -0.001
C: 1.2422 -2.6297 1.3399  -0.001
C: 1.6101 -3.5200 0.3302  -0.002
C: 1.1483 -4.8250 0.3679  0.001
C: 0.1549 -5.2080 1.2873  0.002
C: -0.2914 -4.2199 2.1614  0.001
C: 0.2780 -2.9538 2.2813  0.007
H: -0.0040 2.4549 4.7577  0.001
H: 1.5804 4.0507 5.7628  0.000
H: 3.1099 5.4692 4.3003  0.000
H: 3.3578 4.7418 2.0040  0.000
H: 2.4573 2.5469 1.2363  0.007
H: -2.0064 -0.7293 2.8733  0.005
H: -4.3666 -0.5564 3.5207  0.001
H: -5.3207 1.6400 4.3037  0.000
H: -4.1682 3.7502 3.6535  0.000
H: -1.9824 3.6714 2.5536  0.003
H: 3.9740 1.1609 1.8233  -0.004
H: 5.5657 1.4311 3.6756  0.000
H: 5.4219 0.1018 5.6663  0.000
H: 3.9156 -2.0597 5.6153  0.000
H: 2.9707 -2.7070 3.5066  0.000
H: 2.3717 -3.2843 -0.4573  0.000
H: 1.5461 -5.6139 -0.2958  0.000
H: -0.3189 -6.2006 1.3561  0.000
H: -1.0284 -4.4531 2.9199  0.000
H: -0.1109 -2.2745 3.0226  -0.002
N: -6.1170 -2.9617 2.7872  0.032
C: -6.9709 -2.2693 1.9543  0.035
O: -7.3410 -1.1093 2.0058  0.009
C: -7.4799 -3.3658 0.9142  -0.021
C: -6.2660 -4.1150 0.4934  0.861
H: -5.5702 -2.4565 3.4459  -0.001
H: -5.5790 -3.7557 2.3855  -0.001
H: -7.9312 -2.8878 0.0414  -0.003
H: -8.2063 -4.0586 1.4484  0.055
H: -5.7648 -4.7782 1.2551  0.020
H: -5.9589 -4.3258 -0.5241  0.012
S: -1.3748 -0.4079 -1.3715  -0.024
C: -0.5892 -1.2277 -2.6808  0.014
C: -1.0062 -2.5514 -2.9629  0.025
C: -0.4116 -3.2461 -4.0513  -0.004
C: 0.6975 -2.6792 -4.7249  0.012
C: 1.1746 -1.4642 -4.3391  0.008
C: 0.4665 -0.6189 -3.4820  0.059
As: 0.7764 1.3722 -3.0712  -0.082
C: 2.6341 1.5643 -3.6999  -0.009
C: 3.6852 0.6736 -3.4104  0.000
C: 5.0056 0.9867 -3.6130  0.000
C: 5.3496 2.1303 -4.3495  -0.001
C: 4.3117 3.0104 -4.7363  0.000
C: 2.9827 2.7287 -4.4146  -0.003
C: -0.3381 1.9867 -4.4885  0.008
C: -1.2848 3.0309 -4.3198  -0.001
C: -2.2112 3.3506 -5.2896  -0.001
C: -2.3034 2.5798 -6.4619  0.000
C: -1.2629 1.7032 -6.7426  0.000
C: -0.3102 1.3714 -5.7701  -0.002
H: -1.7594 -3.0047 -2.3221  0.003
H: -0.7066 -4.2851 -4.2537  0.000
H: 1.1865 -3.2163 -5.5094  0.001
H: 2.0504 -1.0643 -4.8275  -0.001
H: 3.3634 -0.2522 -2.9462  0.013
H: 5.7748 0.3813 -3.2084  0.000
H: 6.3533 2.3601 -4.6077  0.000
H: 4.5314 3.9649 -5.1791  0.000
H: 2.2096 3.4382 -4.6703  0.000
H: -1.3829 3.5613 -3.3596  0.001
H: -2.9058 4.2012 -5.0946  0.000
H: -3.1472 2.7296 -7.0774  0.000
H: -1.1399 1.2973 -7.7400  0.000
H: 0.4654 0.6308 -6.0041  -0.001

The multiplicity is 3. Its strongest force on any atom is 5.6 eV/Å. Its charge is 0. The calculation puts the total energy at -165630.7581 eV. The expectation value of S² is 2.024.